(1)
{
  "formula": "C3H7FO",
  "method": "wB97M-V/def2-TZVPD",
  "species": ["C", "O", "C", "C", "F", "H", "H", "H", "H", "H", "H", "H"],
  "xyz": [[-0.86, 0.39, 1.50], [-0.36, 0.97, 0.35], [-0.29, 0.08, -0.71], [1.17, -0.41, -1.01], [1.27, -1.25, -2.14], [-1.90, 0.21, 1.33], [-0.65, 1.08, 2.34], [-0.29, -0.49, 1.74], [-0.90, -0.80, -0.46], [-0.59, 0.69, -1.54], [1.60, -0.92, -0.14], [1.79, 0.46, -1.25]],
  "mulliken_charge": [-0.695, -0.363, -0.419, -0.223, -0.298, 0.309, 0.239, 0.323, 0.384, 0.277, 0.233, 0.233],
  "gap_ev": 11.06,
  "homo_ha": -0.368,
  "smiles": "COCCF",
  "largest_force_ev_per_a": 1.59,
  "total_charge": 0
}



(2)
{
  "formula": "C3H7FO",
  "method": "wB97M-V/def2-TZVPD",
  "species": ["C", "C", "O", "C", "F", "H", "H", "H", "H", "H", "H", "H"],
  "xyz": [[-1.10, -0.65, -0.48], [-0.36, 0.38, 0.37], [-0.23, 1.68, -0.30], [1.11, -0.08, 0.53], [1.80, 0.02, -0.74], [-1.27, -0.40, -1.53], [-0.47, -1.53, -0.35], [-2.10, -0.75, -0.03], [-0.72, 0.54, 1.42], [0.44, 1.43, -0.98], [1.69, 0.48, 1.32], [1.21, -1.13, 0.78]],
  "mulliken_charge": [-1.005, 0.244, -0.544, -0.511, -0.340, 0.269, 0.284, 0.293, 0.345, 0.358, 0.273, 0.334],
  "gap_ev": 11.41,
  "homo_ha": -0.382,
  "smiles": "C[C@H](O)CF",
  "largest_force_ev_per_a": 2.56,
  "total_charge": 0
}



(3)
{
  "formula": "C3H7FS",
  "method": "wB97M-V/def2-TZVPD",
  "species": ["C", "C", "C", "F", "S", "H", "H", "H", "H", "H", "H", "H"],
  "xyz": [[1.25, 0.20, -0.55], [0.27, -0.16, 0.54], [-1.71, 0.37, 0.17], [-1.89, 1.72, -1.90], [-2.35, 0.24, -1.44], [2.07, 0.75, -0.15], [1.79, -0.62, -1.05], [0.73, 0.84, -1.26], [0.24, 0.24, 1.53], [0.10, -1.17, 0.55], [-1.90, -0.47, 0.82], [-1.79, 1.33, 0.52]],
  "mulliken_charge": [-0.817, -0.643, -0.763, -0.241, 0.133, 0.280, 0.292, 0.212, 0.450, 0.322, 0.412, 0.362],
  "gap_ev": 8.69,
  "homo_ha": -0.299,
  "largest_force_ev_per_a": 5.07,
  "total_charge": 0
}



(4)
{
  "formula": "C3H7HgO2",
  "method": "wB97M-V/def2-TZVPD",
  "species": ["C", "O", "C", "C", "H", "H", "H", "H", "H", "Hg", "O", "H", "H"],
  "xyz": [[-2.13, 0.92, -0.48], [-0.78, 0.56, -0.18], [-0.59, -0.25, 0.91], [0.39, -1.14, 0.97], [-2.17, 2.01, -0.53], [-2.42, 0.50, -1.45], [-2.79, 0.56, 0.32], [-1.30, -0.07, 1.72], [0.80, -1.58, 0.06], [0.81, 0.87, -1.54], [2.26, 0.94, -0.38], [1.23, -0.98, 1.73], [2.18, 1.24, 0.53]],
  "mulliken_charge": [-0.678, -0.273, 0.093, -0.727, 0.262, 0.252, 0.329, 0.312, 0.269, 0.521, -0.848, 0.220, 0.269],
  "gap_ev": [7.75, 8.33],
  "homo_ha": [-0.264, -0.330],
  "spin_multiplicity": 2,
  "s_squared": 0.754,
  "largest_force_ev_per_a": 5.94,
  "total_charge": 0
}



(5)
{
  "formula": "C3H7I",
  "method": "wB97M-V/def2-TZVPD",
  "species": ["C", "C", "C", "I", "H", "H", "H", "H", "H", "H", "H"],
  "xyz": [[1.35, -0.17, -0.16], [-0.07, -0.59, 0.11], [-1.02, 0.62, 0.05], [-3.09, 0.05, 0.37], [1.66, -0.33, -1.16], [1.57, 0.98, -0.06], [2.19, -0.75, 0.40], [-0.33, -0.85, 1.18], [-0.54, -1.28, -0.48], [-0.84, 1.01, -1.00], [-0.88, 1.31, 0.76]],
  "mulliken_charge": [-1.064, -0.337, -1.120, -0.020, 0.340, 0.286, 0.278, 0.254, 0.458, 0.406, 0.519],
  "gap_ev": 9.97,
  "homo_ha": -0.347,
  "smiles": "CCCI",
  "largest_force_ev_per_a": 5.65,
  "total_charge": 0
}



(6)
{
  "formula": "C3H7I",
  "method": "wB97M-V/def2-TZVPD",
  "species": ["C", "C", "C", "H", "H", "H", "H", "H", "H", "I", "H"],
  "xyz": [[-1.47, -1.20, 0.40], [-0.37, -0.42, 0.26], [-0.60, 1.03, -0.11], [-1.34, -2.26, 0.81], [-2.55, -0.90, 0.31], [0.61, -0.70, 0.45], [-1.45, 1.33, 0.41], [0.30, 1.66, 0.33], [-0.73, 1.25, -1.27], [3.71, 0.15, -0.03], [3.90, 0.06, -1.57]],
  "mulliken_charge": [-0.758, 0.118, -0.848, 0.219, 0.243, 0.228, 0.344, 0.236, 0.203, -0.089, 0.102],
  "gap_ev": 10.15,
  "homo_ha": -0.349,
  "smiles": "C=CC.I",
  "largest_force_ev_per_a": 4.35,
  "total_charge": 0
}



(7)
{
  "formula": "C3H7I2P3",
  "method": "wB97M-V/def2-TZVPD",
  "species": ["C", "C", "C", "P", "P", "P", "I", "I", "H", "H", "H", "H", "H", "H", "H"],
  "xyz": [[0.66, 1.78, -0.29], [1.84, -1.59, -0.09], [-0.33, 0.28, 0.04], [-2.01, 0.76, -0.69], [-3.13, 0.59, 1.00], [0.22, -1.19, -0.93], [-5.24, 1.21, 0.04], [-1.06, -2.93, 0.32], [0.63, 2.11, -1.23], [0.48, 2.48, 0.49], [1.70, 1.29, -0.03], [1.90, -2.65, -0.01], [1.89, -0.98, 0.80], [2.80, -1.25, -0.55], [-0.33, 0.11, 1.12]],
  "mulliken_charge": [-1.080, -1.066, -0.644, 0.112, 0.040, 0.068, -0.090, -0.101, 0.466, 0.381, 0.251, 0.401, 0.348, 0.329, 0.584],
  "gap_ev": 7.66,
  "homo_ha": -0.319,
  "largest_force_ev_per_a": 7.87,
  "total_charge": 0
}



(8)
{
  "formula": "C3H7IN",
  "method": "wB97M-V/def2-TZVPD",
  "species": ["C", "N", "C", "C", "I", "H", "H", "H", "H", "H", "H", "H"],
  "xyz": [[-1.19, 0.84, -0.03], [-0.06, 0.00, -0.11], [-0.05, -1.40, 0.03], [1.48, 0.91, -0.01], [3.16, -0.17, 0.08], [-1.40, 1.16, 1.00], [-2.07, 0.31, -0.39], [-1.06, 1.74, -0.64], [0.26, -1.72, 1.03], [0.64, -1.86, -0.68], [-1.06, -1.77, -0.16], [1.35, 1.97, -0.13]],
  "mulliken_charge": [-0.773, 0.065, -0.888, -0.230, 0.414, 0.358, 0.325, 0.295, 0.376, 0.336, 0.314, 0.408],
  "gap_ev": [7.02, 7.91],
  "homo_ha": [-0.505, -0.528],
  "smiles": "C[N+](C)=CI",
  "largest_force_ev_per_a": 8.62,
  "total_charge": 1
}



(9)
{
  "formula": "C3H7IN",
  "method": "wB97M-V/def2-TZVPD",
  "species": ["C", "C", "C", "N", "I", "H", "H", "H", "H", "H", "H", "H"],
  "xyz": [[0.91, -0.21, 0.55], [0.24, -1.36, -0.17], [-2.27, 1.38, 0.03], [0.08, 0.02, -0.58], [-2.96, -0.28, 0.91], [0.53, -0.11, 1.46], [2.03, -0.06, 0.44], [0.72, -2.15, -0.79], [-0.65, -1.75, 0.36], [-1.60, 2.14, 0.51], [-2.79, 1.80, -0.88], [0.38, 0.26, -1.52]],
  "mulliken_charge": [-0.207, -0.249, -0.424, -0.330, 0.510, 0.283, 0.246, 0.270, -0.035, 0.334, 0.349, 0.253],
  "gap_ev": [7.07, 7.07],
  "homo_ha": [-0.514, -0.514],
  "largest_force_ev_per_a": 5.66,
  "total_charge": 1
}



(10)
{
  "formula": "C3H7IN",
  "method": "wB97M-V/def2-TZVPD",
  "species": ["C", "C", "C", "N", "I", "H", "H", "H", "H", "H", "H", "H"],
  "xyz": [[1.24, -1.40, 0.48], [-0.06, -0.73, 0.70], [1.07, 1.09, -0.81], [0.66, -0.14, -0.19], [-3.60, 0.62, -0.08], [2.15, -1.38, 1.25], [1.29, -2.34, -0.17], [-0.92, -0.58, 1.35], [1.33, 0.75, -1.84], [0.18, 1.68, -0.75], [1.94, 1.41, -0.27], [-5.29, 1.02, 0.31]],
  "mulliken_charge": [-0.438, 0.156, -0.620, 0.034, -0.091, 0.266, 0.250, 0.359, 0.304, 0.294, 0.332, 0.155],
  "gap_ev": 7.82,
  "homo_ha": -0.487,
  "largest_force_ev_per_a": 5.17,
  "total_charge": 1
}



(11)
{
  "formula": "C3H7IN2",
  "method": "wB97M-V/def2-TZVPD",
  "species": ["C", "N", "C", "N", "C", "I", "H", "H", "H", "H", "H", "H", "H"],
  "xyz": [[0.85, 0.98, 1.01], [-0.08, 0.55, -0.08], [0.14, -0.68, -0.84], [-1.45, 1.25, -0.01], [-2.35, 0.87, -0.80], [-4.13, 2.00, -0.84], [1.71, 0.37, 1.01], [1.06, 2.03, 0.88], [0.34, 0.94, 2.11], [1.03, -1.08, -0.46], [-0.61, -1.41, -1.00], [0.27, -0.24, -1.91], [-2.31, 0.28, -1.65]],
  "mulliken_charge": [-0.732, 0.195, -0.862, -0.417, -0.300, 0.012, 0.302, 0.265, 0.217, 0.276, 0.315, 0.320, 0.410],
  "gap_ev": 8.76,
  "homo_ha": -0.302,
  "smiles": "CN(C)/N=C/I",
  "largest_force_ev_per_a": 4.74,
  "total_charge": 0
}



(12)
{
  "formula": "C3H7INO",
  "method": "wB97M-V/def2-TZVPD",
  "species": ["I", "C", "C", "O", "N", "C", "H", "H", "H", "H", "H", "H", "H"],
  "xyz": [[1.76, 1.15, 2.97], [-1.30, -0.98, 0.89], [-0.78, -0.18, -0.19], [-1.57, 0.42, -0.90], [0.49, -0.03, -0.31], [1.11, 0.73, -1.41], [-0.52, -1.26, 1.60], [-1.71, -1.85, 0.39], [-2.05, -0.40, 1.43], [1.01, -0.14, 0.55], [0.85, 0.18, -2.32], [2.18, 0.71, -1.24], [0.53, 1.65, -1.46]],
  "mulliken_charge": [-0.884, -0.855, 0.681, -0.701, -0.182, -0.825, 0.312, 0.229, 0.236, 0.134, 0.246, 0.328, 0.281],
  "gap_ev": 7.57,
  "homo_ha": -0.140,
  "largest_force_ev_per_a": 3.59,
  "total_charge": -1
}



(13)
{
  "formula": "C3H7INO",
  "method": "wB97M-V/def2-TZVPD",
  "species": ["I", "O", "C", "N", "C", "C", "H", "H", "H", "H", "H", "H", "H"],
  "xyz": [[-3.84, -0.54, -0.01], [-1.86, -0.67, 0.05], [-1.03, 0.38, -0.50], [0.22, 0.42, 0.30], [0.95, -0.84, 0.51], [1.58, 0.14, -0.25], [-1.52, 1.38, -0.17], [-0.92, 0.47, -1.65], [0.23, 1.07, 1.04], [0.67, -1.84, 0.11], [1.21, -0.92, 1.55], [2.39, 0.66, 0.32], [1.92, 0.28, -1.30]],
  "mulliken_charge": [0.364, -0.580, -0.325, 0.027, -0.252, -0.270, 0.375, 0.319, 0.351, 0.218, 0.252, 0.254, 0.267],
  "gap_ev": 8.67,
  "homo_ha": -0.485,
  "smiles": "IOC[NH+]1CC1",
  "largest_force_ev_per_a": 5.06,
  "total_charge": 1
}



(14)
{
  "formula": "C3H7INP",
  "method": "wB97M-V/def2-TZVPD",
  "species": ["C", "C", "C", "N", "P", "I", "H", "H", "H", "H", "H", "H", "H"],
  "xyz": [[-0.28, -1.22, -0.18], [0.07, 1.75, -0.15], [-1.16, -0.13, -0.74], [0.71, -0.76, 0.70], [1.44, 0.68, 0.27], [-3.20, 0.10, -0.02], [-0.95, -1.89, 0.29], [0.26, -1.83, -0.92], [0.20, 2.43, -1.04], [-0.66, 2.21, 0.72], [-1.16, -0.09, -1.84], [1.37, -1.36, 1.19], [1.78, 0.67, -1.20]],
  "mulliken_charge": [-0.356, -0.482, -0.724, -0.317, -0.088, 0.022, 0.370, 0.274, 0.311, 0.285, 0.423, 0.280, 0.004],
  "gap_ev": 8.26,
  "homo_ha": -0.299,
  "largest_force_ev_per_a": 3.82,
  "total_charge": 0
}



(15)
{
  "formula": "C3H7N",
  "method": "wB97M-V/def2-TZVPD",
  "species": ["C", "C", "C", "N", "H", "H", "H", "H", "H", "H", "H"],
  "xyz": [[-0.58, 0.69, 0.95], [-0.36, -0.10, -0.20], [0.76, -0.38, -1.06], [0.24, -1.41, -0.20], [0.37, 0.41, 1.70], [-0.44, 1.87, 0.70], [-1.37, 0.48, 1.64], [-1.16, 0.01, -1.22], [1.71, 0.04, -0.89], [0.26, -0.33, -2.16], [0.56, -1.27, 0.75]],
  "mulliken_charge": [-0.931, 0.169, -0.310, -0.593, 0.212, 0.215, 0.324, 0.145, 0.288, 0.214, 0.266],
  "gap_ev": 10.23,
  "homo_ha": -0.333,
  "smiles": "C[C@H]1CN1",
  "largest_force_ev_per_a": 7.83,
  "total_charge": 0
}



(16)
{
  "formula": "C3H7N",
  "method": "wB97M-V/def2-TZVPD",
  "species": ["H", "N", "C", "C", "C", "H", "H", "H", "H", "H", "H"],
  "xyz": [[-3.09, -0.69, -0.22], [-2.21, -0.23, 0.34], [-1.29, 0.02, -0.50], [-0.10, 0.83, 0.04], [1.13, -0.23, 0.35], [-1.23, -0.17, -1.55], [0.00, 1.68, -0.65], [-0.36, 1.32, 0.99], [1.89, 0.39, 0.54], [1.33, -0.96, -0.36], [0.84, -0.80, 1.22]],
  "mulliken_charge": [0.241, -0.582, -0.025, -0.536, -1.100, 0.389, 0.331, 0.242, 0.331, 0.376, 0.334],
  "gap_ev": 10.99,
  "homo_ha": -0.362,
  "smiles": "[H]/N=C/CC",
  "largest_force_ev_per_a": 4.84,
  "total_charge": 0
}



(17)
{
  "formula": "C3H7N",
  "method": "wB97M-V/def2-TZVPD",
  "species": ["C", "C", "C", "N", "H", "H", "H", "H", "H", "H", "H"],
  "xyz": [[0.12, -1.36, -0.20], [-0.12, 0.01, 0.40], [-0.36, 1.33, -0.35], [0.06, -0.09, 1.74], [0.78, -1.88, 0.53], [0.68, -1.25, -1.18], [-0.78, -1.93, -0.30], [-0.17, 2.23, 0.23], [0.96, 0.15, 1.08], [0.24, 1.35, -1.27], [-1.41, 1.44, -0.69]],
  "mulliken_charge": [-0.927, 0.623, -1.018, -0.735, 0.356, 0.293, 0.267, 0.348, 0.180, 0.312, 0.301],
  "gap_ev": 8.51,
  "homo_ha": -0.283,
  "largest_force_ev_per_a": 2.69,
  "total_charge": 0
}



(18)
{
  "formula": "C3H7N2",
  "method": "wB97M-V/def2-TZVPD",
  "species": ["C", "C", "C", "N", "N", "H", "H", "H", "H", "H", "H", "H"],
  "xyz": [[-1.32, -2.35, -0.64], [0.33, 1.42, -0.09], [1.04, 2.13, 0.89], [-0.38, -1.56, -0.56], [-0.10, 0.89, -0.97], [-2.25, -2.15, -1.06], [-1.16, -3.29, -0.21], [0.22, 2.52, 1.54], [1.70, 1.57, 1.50], [1.54, 3.05, 0.57], [0.55, -1.84, -0.09], [-0.18, -0.39, -0.88]],
  "mulliken_charge": [-0.172, 0.280, -0.814, -0.279, -0.265, 0.290, 0.260, 0.295, 0.306, 0.312, 0.301, 0.485],
  "gap_ev": 12.56,
  "homo_ha": -0.609,
  "largest_force_ev_per_a": 5.19,
  "total_charge": 1
}



(19)
{
  "formula": "C3H7N2",
  "method": "wB97M-V/def2-TZVPD",
  "species": ["C", "C", "C", "N", "N", "H", "H", "H", "H", "H", "H", "H"],
  "xyz": [[0.47, 1.21, -0.02], [0.30, -1.36, 0.19], [1.04, -0.13, 0.05], [-3.06, 0.65, -0.55], [-2.19, 0.33, 0.04], [0.54, 1.49, -1.12], [0.94, 2.08, 0.51], [-0.61, 1.17, 0.19], [-0.69, -1.25, 0.76], [0.06, -1.69, -0.78], [1.10, -2.16, 0.45], [2.09, -0.34, 0.29]],
  "mulliken_charge": [-0.745, -0.880, 0.254, -0.267, 0.206, 0.343, 0.368, 0.261, 0.362, 0.375, 0.348, 0.373],
  "gap_ev": 10.60,
  "homo_ha": -0.649,
  "largest_force_ev_per_a": 2.58,
  "total_charge": 1
}



ΔE to the lowest compared entry with this formula, charge and spin (eV)
0.820 0.421 2.774 1.643 0.454 1.032 0.000 4.202 4.659 3.823 3.082 0.586 2.803 2.828 3.402 1.078 3.573 1.440 1.901